Entry 1
{"formula": "C4H12O3", "method": "ωB97M-V/def2-TZVPD", "homo_lumo_gap_ha": 0.4035, "species": ["C", "O", "C", "C", "C", "O", "H", "H", "H", "H", "H", "H", "H", "H", "H", "H", "H", "H", "O"], "positions_angstrom": [[2.033, 0.677, -0.982], [2.956, -0.448, -1.145], [0.847, 0.263, -0.237], [-0.205, 1.402, 0.059], [-1.306, 0.943, 1.119], [-0.906, 2.062, -1.047], [1.797, 1.092, -2.040], [2.556, 1.458, -0.401], [3.874, -0.301, -1.504], [1.219, -0.318, 0.612], [0.320, -0.416, -0.835], [0.343, 2.198, 0.429], [-1.259, 1.947, 1.663], [-0.785, 0.282, 1.907], [-2.243, 0.825, 0.509], [-0.701, 1.559, -1.931], [-2.522, -3.772, 0.940], [-3.395, -4.778, 1.710], [-2.624, -4.677, 1.175]]}

=====

Entry 2
{"formula": "C4H12O3", "method": "ωB97M-V/def2-TZVPD", "homo_lumo_gap_ha": 0.3932, "species": ["C", "O", "C", "C", "C", "O", "H", "H", "H", "H", "H", "H", "H", "H", "H", "H", "H", "H", "O"], "positions_angstrom": [[0.103, 1.782, 1.695], [-0.547, 2.977, 2.129], [-0.190, 1.531, 0.224], [-0.054, 0.084, -0.341], [1.072, -0.770, 0.297], [0.902, -1.095, 1.710], [-0.283, 0.974, 2.319], [1.173, 1.769, 1.896], [0.060, 3.400, 2.733], [-1.272, 1.710, 0.122], [0.245, 2.289, -0.428], [-1.010, -0.441, -0.270], [0.027, 0.140, -1.433], [1.078, -1.743, -0.191], [2.059, -0.308, 0.356], [-0.016, -0.937, 1.910], [-1.363, -4.025, -3.564], [-1.126, -3.258, -4.786], [-0.858, -4.080, -4.378]]}

=====

The winner here is entry 2, beating the second structure by 0.0362 hartree.